Run a
Density functional theory data (wB97M-V/def2-TZVPD) for a structure of composition C11H13N2S.

Last column: Mulliken charge in e.
Positions of all 27 atoms, in Å:
C1 1.322 -0.937 -2.921  -0.4187
C2 0.435 0.116 -2.973  -0.7860
C3 1.553 -1.605 -1.732  -0.6556
C4 -0.199 0.577 -1.758  -0.0924
C5 0.939 -1.221 -0.540  -0.3466
C6 0.059 -0.103 -0.592  -0.0966
C7 -1.575 1.371 0.354  -0.1503
C8 0.014 2.774 1.007  -0.4112
C9 0.555 1.299 1.255  -0.5646
C10 -1.139 -0.552 1.467  -0.8220
C11 -2.229 -1.245 0.771  -0.7871
N1 -1.308 2.572 0.567  -0.3676
N2 -0.516 0.430 0.650  1.0143
S1 -3.520 0.044 0.398  0.0254
H1 1.932 -1.121 -3.789  0.4040
H2 0.291 0.676 -3.850  0.4764
H3 2.320 -2.375 -1.709  0.3769
H4 -1.071 1.242 -1.928  0.4101
H5 1.020 -1.726 0.433  0.3568
H6 -0.211 3.323 1.987  0.3123
H7 0.511 3.595 0.414  0.3592
H8 1.576 1.207 0.610  0.2654
H9 0.644 0.919 2.189  0.5190
H10 -1.495 -0.021 2.352  0.5839
H11 -0.377 -1.258 1.820  0.4772
H12 -1.842 -1.720 -0.079  0.3978
H13 -2.828 -1.814 1.459  0.5202

The calculation puts the HOMO energy at -13.22 eV. Its net charge is +1. The LUMO energy comes out at -4.819 eV. The HOMO-LUMO gap comes out at 8.4 eV.

***

Run b
Density functional theory data (wB97M-V/def2-TZVPD) for a cluster of 2 separate species, C11H13N2S in total.

Last column: Mulliken charge in e.
Positions of all 27 atoms, in Å:
S1 0.452 -1.782 1.143  -0.0556
N1 -0.551 -0.896 -0.002  -0.2274
C1 -2.028 -1.271 0.064  0.5434
C2 -2.323 -2.738 -0.064  -0.2609
C3 -3.776 -3.218 -0.018  -0.4335
C4 -4.737 -2.037 0.117  -0.3206
C5 -4.187 -0.637 0.231  -0.1561
N2 -2.860 -0.152 0.238  -0.4410
H1 1.017 -2.798 0.355  0.2461
H2 -0.259 -1.194 -0.959  0.4703
H3 -0.411 0.133 0.022  0.4159
H4 -1.481 -3.490 -0.184  0.1267
H5 -4.105 -4.298 -0.081  0.3842
H6 -5.859 -2.216 0.137  0.3198
H7 -4.975 0.193 0.329  0.3427
C6 3.315 1.294 -1.121  -0.5935
C7 2.566 0.884 -0.022  -0.0114
C8 2.262 1.789 0.990  -0.3643
C9 2.698 3.107 0.899  -0.3983
C10 3.444 3.517 -0.201  -0.4230
C11 3.756 2.610 -1.209  -0.3491
H8 3.555 0.588 -1.909  0.3523
H9 2.220 -0.142 0.046  0.3850
H10 1.683 1.467 1.851  0.3326
H11 2.457 3.814 1.686  0.3720
H12 3.783 4.545 -0.273  0.3702
H13 4.342 2.929 -2.064  0.3735

The calculation puts the HOMO energy at -12.01 eV. Its net charge is +1. The LUMO energy comes out at -4.004 eV. The HOMO-LUMO gap comes out at 8.0 eV.

***

Stability ranking, top and bottom: run b is the most stable and run a is the least stable.

***

Run a
Density functional theory data (wB97M-V/def2-TZVPD) for the molecule C4H2F4.

Last column: Mulliken charge in e.
Positions of all 10 atoms, in Å:
C1 1.101 2.145 -0.302  0.1476
C2 0.487 1.145 -0.415  -0.8009
C3 -0.481 -0.316 -0.676  0.0449
C4 -0.289 -1.099 0.625  0.7828
F1 -0.019 -1.135 -1.663  -0.2520
F2 -1.010 -0.513 1.612  -0.2572
F3 -0.650 -2.392 0.591  -0.2473
F4 0.947 -1.118 1.105  -0.2369
H1 1.279 3.108 -0.026  0.4609
H2 -1.365 0.176 -0.851  0.3579

The calculation puts the HOMO energy at -11.18 eV. Its net charge is 0. The LUMO energy comes out at 0.810 eV. As for the structure (SMILES): C#C[C@@H](F)C(F)(F)F. The HOMO-LUMO gap comes out at 12.0 eV.

***

Run b
Density functional theory data (wB97M-V/def2-TZVPD) for a cluster of 2 separate species, C4H2F4 in total.

Last column: Mulliken charge in e.
Positions of all 10 atoms, in Å:
C1 1.522 0.166 -0.614  0.1913
C2 2.526 -0.610 -0.251  0.3011
C3 0.383 0.651 -1.111  -0.6399
C4 -0.951 -1.820 0.281  0.2066
F1 3.710 -0.699 -0.794  -0.2066
F2 2.435 -1.301 0.908  -0.2048
F3 -1.220 -1.651 1.517  -0.1122
F4 -0.912 -3.117 0.044  -0.1524
H1 -0.467 0.077 -1.334  0.3984
H2 0.329 1.753 -1.090  0.2184

The calculation puts the HOMO energy at -9.43 eV. Its net charge is 0. The LUMO energy comes out at 0.040 eV. The HOMO-LUMO gap comes out at 9.5 eV.

***

Stability ranking, top and bottom: run a is the most stable and run b is the least stable.

***

Run a
Density functional theory data (wB97M-V/def2-TZVPD) for a cluster of 2 separate species, CH3IO3P in total.

Last column: Mulliken charge in e.
Positions of all 9 atoms, in Å:
C1 0.058 0.598 0.202  -0.5827
O1 2.856 3.341 0.617  -0.7318
O2 2.102 1.079 -1.633  -0.5656
O3 1.320 0.422 0.669  -0.1651
P1 2.468 1.105 -0.231  0.5765
I1 4.215 -0.571 0.044  -0.1909
H1 -0.009 1.013 -0.831  0.3122
H2 -0.566 1.110 1.091  0.1805
H3 -0.408 -0.512 0.013  0.1668

The calculation puts the HOMO energy (alpha / beta) at -4.57 / -4.56 eV. Its net charge is -1. The LUMO energy (alpha / beta) comes out at 2.823 / 2.822 eV. The HOMO-LUMO gap (alpha / beta) comes out at 7.4 / 7.4 eV.

***

Run b
Density functional theory data (wB97M-V/def2-TZVPD) for a cluster of 2 separate species, CH3IO3P in total.

Last column: Mulliken charge in e.
Positions of all 9 atoms, in Å:
C1 -0.397 -1.532 1.194  -0.3583
O1 3.339 -2.021 -1.184  -0.5266
O2 3.416 -1.744 1.357  -0.5063
O3 -0.022 -0.749 0.165  -0.6574
P1 3.051 -1.203 0.018  0.7514
I1 4.300 0.873 -0.127  -0.0916
H1 -0.708 -1.054 2.207  0.1406
H2 0.540 -2.119 1.604  0.0781
H3 -1.380 -2.131 1.010  0.1701

The calculation puts the HOMO energy (alpha / beta) at -4.05 / -4.06 eV. Its net charge is -1. The LUMO energy (alpha / beta) comes out at 1.448 / 1.449 eV. The HOMO-LUMO gap (alpha / beta) comes out at 5.5 / 5.5 eV.

***

Stability ranking, top and bottom: run b is the most stable and run a is the least stable.

***

Run a
Density functional theory data (wB97M-V/def2-TZVPD) for a cluster of 4 separate species, C4H16O3 in total.

Last column: Mulliken charge in e.
Positions of all 23 atoms, in Å:
C1 -0.166 -0.742 -1.552  -0.9609
C2 -0.987 1.313 0.924  -1.0056
C3 -1.880 0.817 -0.187  -0.4808
C4 -1.479 -0.617 -0.644  -0.4965
H1 0.865 -0.511 -1.204  0.3102
H2 -0.177 -1.796 -1.737  0.3358
H3 -0.528 -0.212 -2.476  0.2609
H4 0.049 1.361 0.613  0.2703
H5 -1.235 2.358 1.136  0.3435
H6 -1.128 0.691 1.797  0.1897
H7 -2.861 0.923 0.354  0.2757
H8 -1.954 1.597 -0.935  0.3601
H9 -2.313 -0.911 -1.360  0.2426
H10 -1.437 -1.304 0.199  0.3612
H11 1.253 -0.499 2.279  0.3036
H12 2.579 0.267 2.234  0.3248
O1 2.225 -0.659 2.160  -0.6409
H13 2.299 0.302 -4.499  0.3165
H14 3.553 1.055 -4.323  0.3200
O2 2.587 1.204 -4.316  -0.6367
H15 0.932 -1.848 3.682  0.3400
H16 -0.463 -1.329 3.593  0.3238
O3 0.266 -1.463 4.262  -0.6573

The calculation puts the HOMO energy at -11.20 eV. Its net charge is 0. The LUMO energy comes out at 0.566 eV. As for the structure (SMILES): CCCC.O.O.O. The HOMO-LUMO gap comes out at 11.8 eV.

***

Run b
Density functional theory data (wB97M-V/def2-TZVPD) for a cluster of 4 separate species, C4H16O3 in total.

Last column: Mulliken charge in e.
Positions of all 23 atoms, in Å:
C1 0.023 1.765 -0.708  -0.7791
C2 1.890 -0.982 0.955  -1.3198
C3 1.790 0.016 -0.253  0.0109
C4 1.120 1.252 0.346  -0.4844
H1 -0.935 1.831 -0.199  -0.0030
H2 0.014 1.010 -1.497  0.2923
H3 0.351 2.643 -1.250  0.3786
H4 2.253 -2.006 0.700  0.3251
H5 1.026 -1.123 1.577  0.4241
H6 2.751 -0.583 1.522  0.3523
H7 1.108 -0.508 -0.950  -0.1070
H8 2.849 0.146 -0.565  0.2827
H9 0.387 1.078 1.147  0.2551
H10 1.791 2.088 0.598  0.3850
H11 -1.315 -0.575 1.428  0.2766
H12 -1.486 -2.037 1.169  0.3443
O1 -1.265 -1.419 1.883  -0.6365
H13 -1.838 -1.826 -1.192  0.2956
H14 -0.554 -1.339 -1.805  0.2538
O2 -1.053 -1.308 -0.987  -0.5521
H15 -2.694 -0.118 -0.457  0.3115
H16 -3.138 1.401 -0.478  0.3082
O3 -3.075 0.596 -0.986  -0.6141

The calculation puts the HOMO energy at -10.38 eV. Its net charge is 0. The LUMO energy comes out at 0.272 eV. As for the structure (SMILES): CCCC.O.O.O. The HOMO-LUMO gap comes out at 10.6 eV.

***

Run c
Density functional theory data (wB97M-V/def2-TZVPD) for a cluster of 4 separate species, C4H16O3 in total.

Last column: Mulliken charge in e.
Positions of all 23 atoms, in Å:
C1 -1.032 -1.562 0.408  -1.0671
C2 -1.101 1.696 -1.650  -1.3957
C3 -0.517 0.468 -0.967  -0.2105
C4 -1.647 -0.332 -0.236  -0.3725
H1 -0.871 -2.294 -0.391  0.2852
H2 -1.711 -2.132 1.051  0.3585
H3 -0.064 -1.502 0.900  0.1998
H4 -0.322 2.297 -2.137  0.3681
H5 -1.625 2.375 -0.978  0.3288
H6 -1.729 1.449 -2.509  0.4051
H7 0.321 0.761 -0.334  0.2812
H8 -0.171 -0.220 -1.744  0.2067
H9 -2.059 0.366 0.491  0.3353
H10 -2.281 -0.581 -1.083  0.2702
H11 1.283 -0.292 2.977  0.3084
H12 2.436 -1.197 2.633  0.3096
O1 1.945 -0.858 3.389  -0.6233
H13 1.544 2.933 1.427  0.3173
H14 0.277 3.267 0.707  0.3166
O2 1.085 3.685 1.025  -0.6355
H15 2.459 -3.124 -0.404  0.2994
H16 2.089 -2.393 -1.678  0.3079
O3 1.691 -2.812 -0.897  -0.5934

The calculation puts the HOMO energy at -11.00 eV. Its net charge is 0. The LUMO energy comes out at 0.251 eV. As for the structure (SMILES): CCCC.O.O.O. The HOMO-LUMO gap comes out at 11.2 eV.

***

Stability ranking, top and bottom: run c is the most stable and run b is the least stable.